Here is a molecular structure, C53H40InN11S2 from the Open Molecules 2025 dataset. Energies are from wB97M-V/def2-TZVPD.

The HOMO energy comes out at -11.893 eV. For the HOMO-LUMO gap, the calculation gives 6.1 eV. Its energy above the lowest of the compared OMol25 structures with the same formula, charge and spin is 60.9 kJ/mol. The spin multiplicity is 1. As for the charge: +2.

XYZ file:
```
107
Properties=species:S:1:pos:R:3:forces:R:3
In 0.17834 -0.01477 -0.04866 0.49 0.05 -0.13
C 4.50089 -2.16688 -3.24495 -0.07 -0.03 -0.05
C 3.17700 -2.40224 -3.59785 0.02 0.02 0.02
C 2.17496 -2.32013 -2.64086 0.00 0.07 0.04
C 2.48559 -1.99018 -1.32279 -0.03 0.02 0.14
C 3.81391 -1.79142 -0.96749 0.06 -0.02 0.00
C 4.81641 -1.87396 -1.92593 0.00 0.00 0.07
N 1.43675 -1.83295 -0.36308 -0.37 -0.11 -0.15
C 0.90627 -2.93711 0.17325 0.19 0.04 0.08
C 1.58365 -4.19619 0.22520 0.02 0.04 -0.08
C 1.03645 -5.25485 0.88087 -0.13 -0.01 0.10
C -0.23947 -5.18206 1.51861 0.15 -0.11 -0.04
C -0.94870 -4.03220 1.44757 -0.03 0.17 -0.06
C -0.39957 -2.90267 0.77550 0.05 -0.06 0.00
N -1.11219 -1.78973 0.49340 -0.20 -0.09 0.07
N -2.35618 -1.74457 0.70480 0.07 0.05 -0.10
C -2.97473 -0.63257 0.11069 -0.07 0.06 -0.03
C -4.35384 -0.52341 0.27110 -0.04 -0.03 0.09
C -5.02439 0.46941 -0.40933 -0.04 0.02 -0.06
C -4.30941 1.31168 -1.25916 -0.02 0.01 0.02
C -2.94487 1.14198 -1.34397 0.08 -0.06 0.04
N -2.27327 0.21621 -0.64515 -0.02 -0.01 -0.01
H 5.28160 -2.23605 -3.99135 0.00 0.00 0.02
H 2.92448 -2.65740 -4.61952 0.00 -0.01 0.01
H 1.13988 -2.50466 -2.90663 0.01 -0.03 -0.01
H 4.05911 -1.58793 0.06867 -0.01 0.04 0.02
H 5.84888 -1.72262 -1.63418 -0.02 0.01 -0.01
H 2.55886 -4.27612 -0.23517 -0.01 -0.03 0.00
H 1.59207 -6.18322 0.93305 -0.01 0.01 -0.01
H -0.63394 -6.04458 2.03719 0.03 0.01 -0.01
H -1.93323 -3.93875 1.88632 0.01 0.00 -0.02
H -4.85816 -1.23636 0.90907 0.00 0.01 -0.01
H -6.09805 0.56965 -0.31775 0.01 0.00 0.03
H -4.80176 2.06667 -1.85614 0.01 -0.02 0.01
H -2.35669 1.74761 -2.02569 0.03 0.04 0.03
C -1.22460 2.98253 0.67003 0.08 -0.05 0.12
N 0.10049 2.42659 0.33499 -0.18 -0.03 -0.02
C 1.09095 2.79665 1.36179 0.04 -0.08 -0.02
C 1.60741 1.62374 2.13031 -0.03 0.03 0.11
N 1.36205 0.36964 1.87184 0.22 -0.13 -0.15
C 2.11546 -0.37619 2.79502 -0.11 0.04 -0.04
C 2.22019 -1.74954 3.01305 -0.02 -0.01 -0.03
C 3.04820 -2.17124 4.03312 0.00 0.01 -0.01
C 3.75351 -1.26305 4.83825 -0.01 -0.01 0.01
C 3.64165 0.09868 4.65025 0.03 0.03 -0.01
C 2.81147 0.51214 3.61512 -0.05 0.05 -0.01
N 2.46314 1.78020 3.16090 0.05 -0.01 0.09
C -1.85687 2.11505 1.71130 -0.07 0.12 -0.01
N -1.41433 0.92523 1.99313 -0.08 -0.12 0.01
C -2.26829 0.43734 2.98203 0.05 -0.01 0.01
C -2.26418 -0.78763 3.64669 0.06 -0.03 0.04
C -3.25449 -1.00646 4.58135 -0.02 0.02 0.02
C -4.23201 -0.03452 4.85772 0.01 0.04 -0.04
C -4.24489 1.18633 4.21066 0.01 -0.02 0.03
C -3.24211 1.39474 3.27072 -0.01 0.05 -0.08
N -2.94714 2.47012 2.43790 0.00 -0.06 0.05
H -1.84182 3.02538 -0.22187 -0.05 -0.04 -0.11
H -1.13119 4.00482 1.04838 -0.01 0.04 -0.06
H 0.40301 2.78821 -0.56258 0.00 0.08 0.03
H 0.64114 3.49550 2.07032 0.02 0.04 0.00
H 1.93738 3.30959 0.90156 0.01 -0.01 -0.04
H 1.67376 -2.46254 2.41504 0.00 0.00 0.01
H 3.15288 -3.23120 4.22175 0.00 0.01 0.00
H 4.38795 -1.63903 5.62950 -0.01 0.00 -0.01
H 4.16866 0.80514 5.27840 -0.01 -0.02 -0.01
H 2.76764 2.65676 3.55280 -0.01 0.00 -0.02
H -1.50449 -1.53252 3.44027 -0.04 0.02 0.01
H -3.28150 -1.94346 5.12172 0.00 0.01 -0.01
H -4.98998 -0.24499 5.60041 0.02 -0.01 -0.01
H -4.99094 1.93824 4.43196 0.00 -0.02 0.00
H -3.44605 3.34270 2.38964 0.02 0.00 0.00
S -3.39037 -1.35218 -4.36204 0.01 0.02 0.06
C -4.17849 -1.81102 -5.80359 -0.01 -0.01 0.03
C -3.41418 -1.55713 -6.89912 0.05 0.02 -0.02
C -2.16271 -0.97859 -6.56298 0.01 -0.05 -0.14
C -1.99495 -0.80373 -5.21890 0.02 0.04 0.13
C -0.84084 -0.23567 -4.51433 -0.08 -0.09 -0.04
C -0.77448 -0.27837 -3.11386 0.10 -0.08 0.06
N 0.21037 0.23106 -2.39341 -0.10 0.05 0.03
C 1.27854 0.75947 -3.03625 -0.08 0.01 0.03
C 1.31792 0.83623 -4.43534 0.03 0.02 -0.03
C 2.48705 1.35969 -5.08915 -0.08 -0.06 -0.03
C 3.57429 1.70755 -4.37846 0.08 0.00 0.08
C 3.58570 1.58024 -2.94634 0.00 0.03 -0.07
C 4.73397 1.83390 -2.18790 0.11 -0.01 -0.04
C 4.73177 1.61626 -0.82783 0.08 0.01 0.09
C 3.51272 1.20798 -0.25703 -0.04 -0.03 -0.01
N 2.39708 1.01653 -0.93161 0.01 0.04 0.07
C 2.43365 1.15586 -2.27345 -0.04 -0.01 0.03
C 5.92500 1.75467 0.01532 -0.05 0.01 -0.09
C 6.00528 1.72894 1.38204 -0.02 -0.02 0.11
C 7.33004 1.87458 1.86705 -0.07 -0.02 0.01
C 8.23373 2.00464 0.85819 0.02 0.00 -0.04
S 7.48937 1.95165 -0.67357 0.01 0.00 -0.06
C 0.22224 0.35612 -5.16189 0.06 0.04 -0.10
H -5.16260 -2.25043 -5.76016 0.02 0.02 -0.02
H -3.72732 -1.77769 -7.90864 0.01 0.00 0.01
H -1.41549 -0.72299 -7.30246 -0.03 0.00 0.03
H -1.56049 -0.77206 -2.56223 -0.02 0.03 0.04
H 2.48241 1.43087 -6.16959 0.00 0.01 0.02
H 4.47062 2.06326 -4.87146 -0.03 0.01 0.01
H 5.63639 2.16017 -2.69310 -0.02 0.02 -0.01
H 3.48586 0.98926 0.80171 -0.04 0.01 -0.01
H 5.14926 1.60163 2.03168 0.02 0.01 0.00
H 7.60069 1.87869 2.91289 -0.02 0.00 -0.03
H 9.30311 2.12427 0.93071 -0.02 0.00 0.01
H 0.23717 0.43281 -6.24285 0.00 0.01 0.03
```
Positions in Å, forces in eV/Å.

Here are the Mulliken charges for atoms 1 to 8, given in e: In 3.099; C -0.748; C -0.877; C 0.091; C -1.196; C -0.017; C -0.772; N 0.938